[1]
Below is a cluster of 6 separate species, C24H57NO7PS5 in total in a non-equilibrium geometry, with properties calculated with ωB97M-V/def2-TZVPD.

Values from the calculation:
- total charge = -1
- lowest unoccupied orbital energy (eV) = 1.8
- gap between HOMO and LUMO (Eh) = 0.148
- M (g mol⁻¹) = 663.0
- maximum force (hartree/bohr) = 0.04434

Last column: Löwdin charge in e.
CARTESIAN COORDINATES (ANGSTROEM)
C (8.529713, 1.235459, 0.138589)  -0.094
C (7.849325, 0.581546, -1.150627)  -0.284
O (7.107723, -0.574346, -0.779584)  -0.218
C (5.894934, -0.233923, -0.061036)  -0.320
C (4.701752, -1.167350, -0.520668)  -0.340
P (3.118164, -0.069768, -0.613449)  0.323
C (2.034096, -1.389956, 0.326927)  -0.392
C (0.540458, -0.861022, 0.202584)  -0.280
C (-0.536353, -1.892274, 0.707143)  -0.242
N (-1.860737, -1.173018, 0.818686)  -0.095
C (-2.476395, -1.063526, -0.510868)  -0.198
C (-3.615702, -0.007750, -0.621184)  -0.107
C (-4.812125, -0.394243, -1.383878)  -0.055
C (-5.923391, 0.509283, -1.595239)  -0.110
C (-5.874503, 1.850181, -1.024457)  -0.103
C (-4.720943, 2.270712, -0.251718)  -0.021
C (-3.605620, 1.329330, -0.058562)  -0.233
O (-2.476113, 1.743375, 0.660734)  0.003
H (8.541649, 0.508746, 0.992844)  0.034
H (8.072069, 2.222021, 0.408608)  0.066
H (9.604633, 1.442612, -0.119453)  0.056
H (8.647269, 0.224219, -1.862188)  0.105
H (7.212123, 1.349561, -1.682032)  0.111
H (5.692309, 0.855778, -0.238903)  0.075
H (6.006977, -0.358564, 1.053619)  0.107
H (4.945165, -1.461399, -1.583313)  0.066
H (4.626569, -2.041033, 0.174461)  0.060
H (3.400787, 0.573190, 0.676985)  -0.044
H (3.868924, 0.941678, -1.372099)  -0.064
H (2.776335, -0.701453, -1.884361)  -0.056
H (1.953869, 0.821533, -0.724802)  -0.067
H (2.161866, -2.361704, -0.222579)  0.045
H (2.377068, -1.478746, 1.392249)  0.063
H (0.435577, 0.092211, 0.778304)  0.098
H (0.392208, -0.700008, -0.903413)  0.077
H (-0.259651, -2.393990, 1.666313)  0.104
H (-0.679105, -2.660635, -0.107670)  0.094
H (-2.473174, -1.752028, 1.405399)  0.093
H (-2.906344, -2.076506, -0.784885)  0.111
H (-1.735592, -0.830061, -1.325751)  0.133
H (-4.869706, -1.424176, -1.817299)  0.098
H (-6.782773, 0.150963, -2.213831)  0.087
H (-6.692075, 2.585842, -1.186480)  0.086
H (-4.675103, 3.305459, 0.164849)  0.105
H (-2.730707, 1.849729, 1.594065)  0.105
C (1.619093, -6.465182, 2.077126)  -0.278
S (0.988884, -5.740541, 0.548940)  0.816
O (1.294488, -4.289661, 0.586565)  -0.531
C (-0.757687, -5.934801, 0.961458)  -0.278
H (2.707045, -6.413560, 2.056813)  0.048
H (1.244576, -5.905708, 2.935744)  0.055
H (1.306802, -7.509137, 2.141849)  0.044
H (-0.980733, -5.408721, 1.891040)  0.054
H (-0.992826, -6.995930, 1.062828)  0.044
H (-1.349949, -5.508534, 0.152356)  0.045
C (-9.067405, 3.219002, 2.489088)  -0.266
S (-7.478158, 4.037310, 2.701080)  0.810
O (-7.017101, 4.475277, 1.349496)  -0.567
C (-6.560255, 2.545992, 3.128889)  -0.271
H (-9.798448, 3.965133, 2.177793)  0.008
H (-8.986796, 2.445592, 1.723186)  0.062
H (-9.378482, 2.779434, 3.438222)  0.053
H (-6.640541, 1.815666, 2.322008)  0.053
H (-6.956831, 2.129444, 4.055855)  0.050
H (-5.513972, 2.815010, 3.271611)  0.047
C (-9.457550, 5.859033, -1.095516)  -0.259
S (-10.390123, 6.652937, 0.224027)  0.818
O (-10.872250, 5.577323, 1.137746)  -0.563
C (-11.788136, 7.151045, -0.799699)  -0.277
H (-8.548386, 5.436377, -0.664830)  0.035
H (-10.053234, 5.062395, -1.543987)  0.060
H (-9.191242, 6.601081, -1.849531)  0.055
H (-12.238335, 6.273737, -1.266453)  0.056
H (-11.447624, 7.851284, -1.563523)  0.050
H (-12.523640, 7.640681, -0.162204)  0.046
C (12.165249, -1.063131, 2.764826)  -0.277
S (10.465363, -1.660791, 2.679088)  0.824
O (9.590707, -0.479928, 2.465540)  -0.538
C (10.342095, -2.115213, 4.420215)  -0.276
H (12.446069, -0.687984, 1.781395)  0.049
H (12.239742, -0.257051, 3.496372)  0.055
H (12.826829, -1.885612, 3.041410)  0.047
H (10.532095, -1.242304, 5.046602)  0.055
H (11.063224, -2.903325, 4.642966)  0.047
H (9.334182, -2.483735, 4.607217)  0.050
C (0.402881, -1.590895, -5.876019)  -0.286
S (1.563572, -2.409371, -4.760128)  0.786
O (1.446696, -1.753102, -3.437159)  -0.548
C (3.055731, -1.768656, -5.545947)  -0.274
H (-0.609643, -1.821027, -5.545889)  0.043
H (0.558193, -0.511322, -5.846632)  0.055
H (0.546754, -1.965097, -6.891525)  0.041
H (3.041623, -0.677910, -5.535951)  0.059
H (3.113730, -2.136432, -6.572390)  0.042
H (3.918294, -2.124997, -4.983954)  0.050

Forces on the atoms, in the same order (eV/Å):
0.426 0.015 -0.887
0.566 0.098 0.806
-0.025 0.787 -0.189
-0.896 -0.736 0.405
1.779 1.085 0.045
-0.909 -0.650 -0.205
-0.853 0.417 -0.569
0.888 -1.508 0.398
-0.237 0.844 -1.155
0.301 -0.577 0.158
-0.622 0.064 -0.317
-1.938 0.413 -0.565
0.104 1.611 0.674
1.490 0.437 0.863
1.403 -0.974 0.239
-0.002 -2.087 -0.917
-1.056 -0.117 -0.476
-1.127 -0.048 -0.237
-0.258 0.901 -0.970
0.214 -0.970 -0.055
-0.799 -0.065 0.329
-0.762 0.331 0.660
0.447 -0.809 0.449
-0.219 -0.891 -0.006
0.384 0.146 -0.946
-0.373 -0.018 1.053
0.014 0.532 -0.699
0.524 0.266 0.384
0.433 0.192 0.065
-0.133 0.003 0.055
-0.051 0.153 -0.127
-0.211 0.909 0.631
-0.351 -0.019 -0.720
-0.030 -0.682 -0.599
0.017 0.166 1.109
-0.287 0.544 -0.722
0.498 0.204 0.898
0.143 0.355 -0.399
0.173 0.971 -0.096
-0.362 -0.128 1.127
0.147 1.042 0.466
0.787 0.533 0.705
0.637 -0.735 0.158
0.020 -1.102 -0.345
0.236 -0.103 -0.537
-0.041 -0.092 0.170
0.099 0.243 -0.096
-0.103 -0.735 0.152
-0.142 -0.064 0.127
-0.055 0.065 -0.100
-0.007 0.059 -0.072
0.002 0.012 -0.037
0.073 0.042 -0.034
0.034 0.006 -0.024
0.127 0.032 -0.011
-0.131 -0.036 -0.059
-0.088 -0.082 -0.030
-0.122 -0.091 0.065
0.101 -0.105 -0.087
0.115 0.054 0.002
0.119 0.024 0.015
0.085 0.024 0.017
-0.001 0.084 -0.047
-0.025 0.084 -0.004
-0.061 0.063 -0.025
0.081 -0.124 -0.047
0.157 0.002 -0.051
-0.105 0.084 -0.174
-0.132 -0.055 -0.054
-0.060 0.060 0.132
-0.062 0.039 0.071
-0.024 0.034 0.061
0.060 -0.024 0.050
0.046 -0.011 0.050
0.092 -0.030 0.044
0.126 0.075 0.095
-0.180 0.031 -0.120
0.405 -0.288 0.418
0.054 0.014 0.164
-0.119 -0.042 0.006
-0.080 -0.010 -0.017
-0.044 -0.016 -0.023
-0.015 0.029 -0.079
-0.014 0.001 -0.049
0.019 0.039 -0.124
-0.022 0.104 -0.194
0.009 0.040 0.270
-0.323 -0.297 -0.534
0.095 0.112 -0.140
0.084 -0.040 0.075
0.040 -0.033 0.084
0.005 -0.018 0.020
-0.043 -0.030 0.101
-0.041 -0.037 0.021
-0.118 0.002 0.085



[2]
Below is a structure of composition C27H31GaGeN6O3S2, with properties calculated with ωB97M-V/def2-TZVPD.

Values from the calculation:
- total charge = +1
- lowest unoccupied orbital energy (spin up / spin down) (eV) = -2.1 / -3.3
- relative energy (zero: lowest compared OMol25 entry of this formula, charge and spin) (kJ/mol) = 72.4
- expectation value of S² = 0.753
- gap between HOMO and LUMO (spin up / spin down) (Eh) = 0.262 / 0.295
- M (g mol⁻¹) = 694.1
- maximum force (hartree/bohr) = 0.01757
- spin multiplicity = 2

Last column: Mulliken spin population.
CARTESIAN COORDINATES (ANGSTROEM)
Ga (-1.018780, 0.293110, 0.192456)  0.397
N (-1.356888, -1.698476, 3.774195)  0.003
C (-2.348827, -2.477291, 3.214446)  -0.002
C (-2.807427, -1.774404, 2.149395)  0.013
N (-2.124580, -0.578716, 2.057214)  0.045
C (-1.256182, -0.569584, 3.048089)  0.024
C (-0.290413, 0.512992, 3.170121)  -0.004
N (-0.255345, 1.481067, 2.279009)  0.025
C (0.813952, 2.281160, 2.621783)  0.024
C (1.417623, 1.786468, 3.734465)  -0.008
N (0.699619, 0.664480, 4.076892)  0.009
H (-0.779136, -1.970277, 4.548183)  0.000
H (-2.625907, -3.438716, 3.614330)  0.001
H (-3.579534, -2.043584, 1.448622)  -0.001
H (1.083635, 3.156557, 2.049440)  0.001
H (2.262011, 2.133817, 4.306737)  0.001
H (0.924385, 0.051164, 4.839907)  0.002
N (-2.752469, 1.720065, 0.358733)  0.072
C (-2.565171, 3.109268, -0.130723)  0.033
C (-2.526273, 3.233148, -1.656357)  -0.025
C (-1.200133, 2.830595, -2.295129)  0.009
N (-0.965446, 1.375879, -2.227348)  0.113
H (-3.607963, 1.314748, -0.007290)  -0.003
H (-2.842996, 1.716965, 1.369399)  0.006
H (-1.624188, 3.480103, 0.286983)  -0.011
H (-3.362751, 3.742433, 0.257920)  0.004
H (-2.703605, 4.277931, -1.910724)  -0.002
H (-3.353687, 2.657225, -2.092907)  -0.002
H (-0.384084, 3.325058, -1.766690)  0.001
H (-1.174509, 3.176329, -3.328967)  0.006
H (-0.106121, 1.111737, -2.698697)  -0.008
H (-1.707944, 0.875284, -2.700594)  0.003
O (1.223925, -0.839617, -1.271030)  0.034
S (0.529281, -1.946799, -0.396916)  0.098
O (0.513421, -1.413347, 0.978614)  0.008
O (1.218298, -3.194601, -0.562990)  -0.023
S (-1.364284, -1.926125, -1.031819)  0.119
C (4.415992, -3.826187, -4.672867)  0.000
C (3.764293, -2.654542, -5.033594)  0.000
C (3.381717, -1.746244, -4.056698)  0.000
C (3.652024, -2.011599, -2.714901)  0.003
C (4.308735, -3.186574, -2.356569)  -0.001
C (4.683827, -4.094954, -3.335413)  0.000
Ge (3.159109, -0.752322, -1.360936)  -0.016
C (3.192061, 1.134932, -1.792544)  0.031
C (2.471534, 2.004541, -0.971489)  0.037
C (2.501854, 3.373926, -1.200990)  0.033
C (3.244847, 3.886823, -2.260427)  0.000
C (3.964561, 3.029372, -3.080554)  0.000
C (3.943738, 1.658694, -2.843379)  -0.001
C (3.984573, -1.024091, 0.372569)  0.001
C (3.892870, -2.213597, 1.102473)  0.001
C (4.593255, -2.356075, 2.291949)  0.000
C (5.401065, -1.323158, 2.758166)  0.000
C (5.500426, -0.141039, 2.037279)  0.000
C (4.789726, 0.009965, 0.852208)  0.001
H (4.718237, -4.531328, -5.437287)  0.000
H (3.556098, -2.447024, -6.076515)  0.000
H (2.865304, -0.836092, -4.341731)  0.000
H (4.525932, -3.398590, -1.317046)  0.000
H (5.186145, -5.012268, -3.055304)  0.000
H (1.887217, 1.607348, -0.147942)  -0.047
H (1.955184, 4.047574, -0.549088)  -0.002
H (3.264537, 4.955862, -2.442842)  0.000
H (4.548613, 3.427639, -3.902360)  0.000
H (4.520524, 0.995610, -3.482618)  0.000
H (3.268889, -3.025090, 0.745498)  -0.002
H (4.520520, -3.282945, 2.850077)  0.000
H (5.962144, -1.445603, 3.677311)  0.000
H (6.136326, 0.661976, 2.391610)  0.000
H (4.871996, 0.938070, 0.296471)  0.000

Forces on the atoms, in the same order (eV/Å):
-0.701 0.375 -0.146
-0.026 0.013 0.074
0.048 0.028 -0.005
-0.009 0.136 0.004
0.090 -0.077 -0.344
0.099 -0.014 0.064
0.039 -0.021 0.030
0.023 0.090 -0.165
-0.085 -0.031 -0.130
-0.055 0.021 0.012
0.104 -0.093 0.093
0.039 -0.023 0.091
0.047 0.100 -0.007
0.075 -0.009 0.015
-0.059 -0.108 0.064
-0.067 -0.082 -0.030
0.001 -0.039 0.044
0.317 -0.063 -0.239
0.046 -0.015 -0.147
0.157 -0.305 0.179
-0.031 -0.319 -0.054
-0.176 0.120 0.451
-0.077 0.050 -0.079
0.024 -0.024 0.045
-0.055 -0.078 0.027
-0.053 0.012 0.046
-0.079 0.027 0.025
0.065 0.088 -0.018
0.061 0.014 -0.014
-0.033 0.126 -0.083
0.093 0.010 0.202
-0.090 -0.069 -0.075
0.390 -0.628 0.393
0.883 0.175 0.079
0.058 -0.028 -0.225
-0.209 0.093 -0.060
-0.130 0.486 -0.017
0.013 -0.009 0.083
-0.025 0.052 -0.045
0.006 -0.132 -0.005
0.060 0.136 -0.001
0.006 -0.035 -0.140
0.001 -0.011 -0.068
-0.646 0.092 0.162
0.078 -0.031 -0.141
0.027 0.146 -0.101
0.013 -0.039 -0.015
-0.025 -0.004 0.019
0.013 0.007 -0.013
-0.017 -0.029 0.008
-0.123 -0.074 -0.010
0.005 0.060 -0.009
0.028 0.010 0.004
-0.039 -0.002 -0.050
-0.016 -0.011 0.030
0.005 -0.043 0.053
-0.018 0.011 0.031
0.010 -0.020 0.045
0.010 -0.008 -0.010
0.011 0.005 -0.016
-0.003 0.022 -0.021
-0.014 -0.008 0.043
0.013 -0.021 -0.041
0.010 -0.084 0.023
-0.037 -0.028 0.051
-0.047 0.070 0.046
0.010 0.047 0.038
0.009 0.057 -0.030
-0.030 0.002 -0.035
-0.030 -0.038 -0.013
0.018 -0.030 0.034



[3]
Below is a cluster of 2 separate species, C8H19N3O in total in a non-equilibrium geometry, with properties calculated with ωB97M-V/def2-TZVPD.

Values from the calculation:
- total charge = 0
- lowest unoccupied orbital energy (eV) = 0.8
- relative energy (zero: lowest compared OMol25 entry of this formula, charge and spin) (kJ/mol) = 247.4
- gap between HOMO and LUMO (Eh) = 0.362
- structure (SMILES) = C=C(CC)CN.CNC/C=N/O
- M (g mol⁻¹) = 173.3
- maximum force (hartree/bohr) = 0.02287

Last column: Löwdin charge in e.
CARTESIAN COORDINATES (ANGSTROEM)
C (2.215995, 1.048824, 1.314335)  -0.121
C (0.794708, 1.862181, 3.119052)  -0.238
C (-0.584793, 2.297691, 3.545359)  -0.160
C (2.173446, -1.264181, -2.045355)  -0.106
C (1.050322, -0.909559, -3.053886)  -0.229
C (0.041273, -1.997290, -3.158278)  -0.374
C (0.063754, -2.942583, -4.072293)  0.044
C (-1.009227, -1.940035, -2.089923)  -0.258
H (2.718354, 2.021385, 1.199670)  0.078
H (2.786043, 0.512679, 2.057274)  0.068
H (2.238140, 0.444580, 0.392963)  0.057
H (0.239240, 1.670575, 1.175644)  0.092
H (1.167560, 1.204923, 3.907609)  0.109
H (1.467700, 2.740261, 3.142547)  0.118
H (-0.859984, 2.086739, 4.580369)  0.116
H (-2.810480, 2.266705, 3.976494)  0.076
H (2.766262, -0.365797, -1.807448)  0.060
H (2.872216, -2.011381, -2.448524)  0.073
H (1.763415, -1.676551, -1.094401)  0.073
H (0.543278, -0.016281, -2.660529)  0.107
H (1.467086, -0.664690, -4.048034)  0.116
H (-0.695833, -3.721174, -4.080891)  0.054
H (0.757480, -2.896874, -4.920805)  0.068
H (-0.487442, -1.718369, -1.138631)  0.108
H (-1.655275, -1.058939, -2.259859)  0.128
H (-2.780656, -2.955810, -1.669869)  0.062
H (-1.400930, -3.804591, -1.352676)  0.078
N (0.832923, 1.166814, 1.827454)  -0.122
N (-1.408955, 2.940154, 2.821553)  0.003
N (-1.841811, -3.145046, -1.995307)  -0.004
O (-2.705516, 3.034858, 3.389892)  -0.077

Forces on the atoms, in the same order (eV/Å):
-0.749 0.016 0.186
0.171 0.380 -0.296
-0.231 0.259 0.084
0.107 -0.002 0.128
0.529 0.401 0.236
-0.272 0.006 0.189
-0.078 -0.395 -1.105
-0.387 0.045 0.718
-0.120 -0.088 -0.301
0.253 -0.324 0.259
-0.064 0.483 0.299
0.147 -0.041 0.021
0.015 -0.143 -0.121
-0.124 -0.006 -0.090
-0.132 -0.343 0.017
0.058 0.230 -0.015
-0.193 -0.302 -0.016
-0.312 0.145 0.027
0.209 0.341 -0.637
0.121 0.000 -0.247
-0.088 -0.080 0.494
0.183 0.135 0.023
-0.076 -0.138 0.484
-0.228 -0.029 -0.141
0.214 -0.325 -0.105
0.174 0.095 0.078
-0.336 0.158 -0.295
0.236 0.243 0.056
-0.166 -0.799 0.111
0.441 -0.052 0.169
0.698 0.130 -0.209



Question: Number 2 is which compound?
Answer: C27H31GaGeN6O3S2



Question: Among the records above, which one has the highest M?
Answer: C27H31GaGeN6O3S2



Question: Number 2 is which compound?
Answer: C27H31GaGeN6O3S2



Question: The lowest total charge belongs to which entry?
Answer: C24H57NO7PS5